{
  "formula": "C14H27AgAs3N3O",
  "method": "the ωB97M-V functional and the def2-TZVPD basis",
  "species": ["Ag", "C", "As", "C", "C", "C", "C", "C", "As", "C", "C", "C", "As", "C", "C", "H", "H", "H", "H", "H", "H", "H", "H", "H", "H", "H", "H", "H", "H", "H", "H", "H", "H", "H", "H", "H", "H", "H", "H", "H", "H", "H", "O", "N", "C", "C", "N", "C", "N"],
  "positions_angstrom": [[2.5408, -0.9614, 1.0342], [1.7692, 2.8248, 1.6319], [2.0231, 1.4045, 0.3262], [3.0944, 2.3665, -0.9725], [0.3119, 1.4264, -0.6386], [-0.9059, 0.6138, -0.1361], [-1.0989, 0.8189, 1.3640], [-0.7839, -0.8807, -0.5106], [0.2735, -2.0945, 0.6152], [0.3495, -3.6008, -0.6002], [-1.0588, -2.7290, 1.8840], [-2.1070, 1.1810, -0.9298], [-4.0336, 0.8136, -0.6091], [-4.1444, -0.9574, 0.2359], [-4.3216, 1.8691, 1.0216], [1.3003, 3.6886, 1.1600], [2.7422, 3.1144, 2.0264], [1.1487, 2.4755, 2.4544], [2.5910, 3.2908, -1.2569], [3.2480, 1.7483, -1.8560], [4.0629, 2.5978, -0.5327], [0.5556, 1.1240, -1.6583], [0.0439, 2.4870, -0.6699], [-0.2291, 0.4662, 1.9262], [-1.9692, 0.2736, 1.7262], [-1.2451, 1.8763, 1.5959], [-0.3400, -0.9698, -1.5055], [-1.7780, -1.3259, -0.5579], [-0.6442, -3.8310, -0.9854], [0.7528, -4.4658, -0.0763], [1.0181, -3.3394, -1.4167], [-1.9580, -3.0455, 1.3552], [-1.3081, -1.9409, 2.5922], [-0.6470, -3.5741, 2.4335], [-1.9580, 0.9430, -1.9867], [-2.0911, 2.2750, -0.8716], [-3.9666, -1.7439, -0.4963], [-5.1714, -1.0571, 0.5886], [-3.4723, -1.0856, 1.0825], [-4.0194, 2.9005, 0.8407], [-3.7856, 1.4847, 1.8871], [-5.3898, 1.8649, 1.2372], [3.9915, -2.4214, 0.0201], [4.9241, -1.8985, -0.6850], [4.5590, -1.2476, -1.7718], [3.1788, -1.0573, -2.0971], [2.0607, -0.9145, -2.3395], [5.5575, -0.6473, -2.5967], [6.3292, -0.1399, -3.2823]],
  "forces_ev_per_a": [[-0.0253, -0.1673, -0.2806], [-0.0266, 0.0121, 0.0189], [-0.0003, -0.0246, 0.1012], [0.0536, -0.0243, -0.0723], [-0.0063, 0.0231, 0.0051], [-0.0233, -0.0182, -0.0337], [-0.0125, -0.0140, -0.0031], [0.0225, 0.0237, -0.0176], [0.0201, 0.0936, 0.0473], [-0.0140, -0.0378, 0.0136], [-0.0334, -0.0169, 0.0065], [0.0173, 0.0113, -0.0182], [-0.0117, 0.0026, -0.0278], [-0.0019, -0.0128, 0.0134], [-0.0134, -0.0025, 0.0321], [0.0016, 0.0017, 0.0075], [0.0019, -0.0033, -0.0033], [-0.0023, 0.0161, -0.0003], [0.0004, -0.0051, 0.0045], [-0.0267, 0.0215, 0.0377], [0.0050, 0.0109, -0.0052], [0.0097, -0.0043, -0.0086], [-0.0080, -0.0059, 0.0045], [0.0098, 0.0008, 0.0021], [0.0103, 0.0059, 0.0153], [-0.0009, 0.0070, 0.0042], [-0.0281, 0.0144, 0.0475], [0.0066, -0.0032, 0.0020], [0.0091, 0.0008, -0.0021], [-0.0025, 0.0036, -0.0059], [0.0051, -0.0057, -0.0356], [-0.0018, -0.0016, 0.0142], [-0.0073, -0.0054, 0.0048], [0.0024, -0.0014, 0.0009], [0.0239, 0.0014, 0.0026], [0.0055, -0.0007, 0.0011], [-0.0011, -0.0017, -0.0023], [-0.0010, -0.0036, 0.0028], [-0.0041, -0.0059, 0.0001], [0.0026, 0.0044, -0.0059], [-0.0071, 0.0056, -0.0025], [0.0022, 0.0045, 0.0074], [0.0972, 0.3535, 0.0474], [-0.0123, -0.2557, 0.0144], [-0.0839, 0.1382, 0.1129], [0.0448, -0.1769, -0.1179], [0.0091, 0.0400, 0.0618], [-0.0122, -0.0114, 0.0072], [0.0073, 0.0138, 0.0019]],
  "nbo_charge": [0.719, -0.945, 0.828, -0.938, -0.706, -0.061, -0.629, -0.729, 0.822, -0.939, -0.946, -0.717, 0.891, -0.965, -0.957, 0.222, 0.238, 0.234, 0.224, 0.249, 0.241, 0.254, 0.215, 0.207, 0.213, 0.216, 0.260, 0.222, 0.220, 0.239, 0.256, 0.223, 0.231, 0.238, 0.229, 0.220, 0.227, 0.235, 0.208, 0.226, 0.213, 0.230, -0.618, 0.083, -0.236, 0.313, -0.411, 0.273, -0.322],
  "energy_ev": -207985.5828,
  "gap_ev": 8.4
}


{
  "formula": "C14H27AgNO5Pb",
  "method": "the ωB97M-V functional and the def2-TZVPD basis",
  "species": ["Pb", "Ag", "C", "O", "H", "H", "H", "C", "C", "C", "C", "C", "C", "N", "O", "C", "C", "C", "H", "H", "H", "H", "H", "H", "H", "H", "H", "H", "H", "H", "H", "H", "H", "H", "H", "H", "C", "C", "C", "O", "C", "O", "O", "H", "H", "H", "H", "H", "H"],
  "positions_angstrom": [[-1.6417, 0.5151, -5.5573], [1.4951, 0.3115, -2.9393], [-1.8973, -0.1292, -2.3875], [-0.7494, -0.1087, -3.1807], [-2.6666, 0.1194, -3.1509], [-2.1796, -1.0965, -1.9702], [-2.1463, 0.6711, -1.6864], [1.6460, 1.5873, 0.2359], [2.1362, 0.1607, 0.6270], [1.0191, -0.2357, 1.5734], [1.0246, -1.7256, 1.9747], [0.8974, -2.5254, 0.6618], [2.0044, -2.1891, -0.3533], [2.1244, -0.7238, -0.5478], [3.1055, -0.3088, -1.4694], [1.6840, -2.8267, -1.7184], [3.3063, -2.8763, 0.1504], [3.4082, 0.2590, 1.4969], [2.3269, 2.0550, -0.4797], [1.4058, 2.3011, 1.0213], [0.6996, 1.5354, -0.3141], [0.0136, 0.0439, 1.2464], [1.0083, 0.3761, 2.4781], [0.2612, -1.9444, 2.7245], [1.8345, -2.1007, 2.6055], [-0.0790, -2.3342, 0.2116], [0.9668, -3.5840, 0.9105], [1.1144, -2.1677, -2.3799], [0.9378, -3.6163, -1.5993], [2.5382, -3.3167, -2.1799], [3.5690, -2.5178, 1.1505], [4.2311, -2.5988, -0.3563], [3.2593, -3.9464, 0.3458], [4.2924, 0.0823, 0.8765], [3.4905, -0.5039, 2.2681], [3.6429, 1.2583, 1.8595], [-4.9075, 3.4881, 0.8612], [-3.9795, 2.5543, 0.1249], [-2.4323, 2.7714, 0.2892], [-2.1706, 1.5261, 0.9633], [-3.1656, 0.6347, 1.0196], [-3.1554, -0.4777, 1.4799], [-4.3113, 1.2305, 0.5747], [-4.7718, 3.5621, 1.9428], [-5.9499, 3.1758, 0.8176], [-4.6985, 4.4723, 0.4379], [-4.2796, 2.7434, -0.9086], [-2.2238, 3.5898, 0.9727], [-2.0378, 2.8297, -0.7230]],
  "forces_ev_per_a": [[0.6638, -0.8415, 2.7905], [0.1537, -0.3065, 0.8197], [-1.8985, 0.4447, -1.3439], [0.9769, 0.8332, -2.4184], [-1.2454, -0.3356, 0.1156], [0.4371, -0.0960, 0.0119], [1.1612, 0.0985, 0.3541], [0.4209, 0.0632, -2.0059], [-2.0358, 2.2786, 2.1440], [-1.0086, -1.3486, 1.7973], [-0.2906, 0.0677, -0.2331], [-0.1415, 0.4165, 0.9112], [0.2562, -1.7599, -0.5373], [4.1218, 1.1051, -0.8078], [-3.0949, -1.1703, 1.5466], [-0.9139, -0.5066, 0.1219], [1.0325, 1.4618, 1.4542], [1.6725, -0.6593, -1.6305], [0.3018, 0.1896, 0.2736], [0.5560, -0.4430, 0.4795], [-0.1897, -0.4358, -0.0515], [0.0090, -0.4680, -0.8111], [0.8657, 0.1157, 0.0247], [-0.8279, 0.1341, -0.7041], [0.8574, 0.5306, -0.6174], [-0.1053, -0.0096, 0.0249], [-0.0418, -0.0957, -0.4110], [0.4568, 0.3587, -0.2561], [0.1909, -0.2239, 0.4221], [0.0624, 0.5209, -0.2678], [-0.4103, 0.2092, 0.1607], [-0.3484, -0.2463, -0.7941], [-0.5002, -0.0786, -0.7959], [-0.0231, -0.1482, -0.2311], [-0.4269, 0.2351, 0.1881], [-0.7795, 0.0162, 0.3137], [0.4141, 0.6895, 0.8521], [-1.5213, 1.2544, 0.2930], [-3.1858, -1.7080, 0.7551], [2.6380, -0.2955, -0.0414], [-2.0499, -0.5520, 0.7343], [0.8578, 1.4532, -0.8440], [1.4867, -0.1053, -0.8708], [0.6628, -0.1478, 0.0011], [0.0199, 0.1505, -0.7726], [-0.6482, 0.2113, 0.1040], [0.1972, -0.8849, -0.3154], [0.3730, 0.0342, -0.2913], [0.8413, -0.0056, 0.3586]],
  "mulliken_spin": [-0.001, 0.009, 0.007, -0.003, 0.000, 0.000, -0.006, -0.013, -0.014, 0.055, -0.023, 0.033, -0.031, 0.489, 0.443, 0.007, 0.041, 0.037, -0.001, -0.003, 0.003, -0.019, 0.000, -0.001, 0.000, -0.001, -0.001, -0.004, 0.001, -0.001, -0.005, 0.002, 0.002, 0.001, -0.002, -0.001, 0.000, 0.000, 0.000, -0.001, 0.000, 0.000, 0.000, 0.000, 0.000, 0.000, 0.000, 0.000, 0.000],
  "relative_energy_kj_mol": 234.2,
  "s_squared": 0.7578,
  "charge": 2,
  "energy_ev": -35907.8693,
  "gap_ev": [4.3, 4.7],
  "multiplicity": 2
}


{
  "formula": "C14H27BBr2F3N2O4",
  "method": "the ωB97M-V functional and the def2-TZVPD basis",
  "species": ["C", "C", "B", "O", "C", "O", "C", "O", "N", "C", "C", "C", "C", "C", "F", "Br", "C", "F", "F", "Br", "H", "H", "H", "H", "H", "H", "H", "H", "H", "H", "H", "H", "H", "H", "H", "C", "C", "C", "O", "C", "N", "H", "H", "H", "H", "H", "H", "H", "H", "H", "H", "H", "H"],
  "positions_angstrom": [[1.9919, 0.5839, -1.5378], [1.6987, 1.1702, 0.0011], [0.1701, 0.6924, 0.3750], [-0.2829, -0.6121, -0.2025], [-0.9235, 1.5157, 1.2853], [-2.2460, 0.9494, 0.8587], [-1.1834, 3.1263, 0.9819], [-0.6836, 3.9300, 0.0363], [-2.1746, 3.4402, 2.1224], [-2.1209, 2.4171, 3.2666], [-0.6720, 1.6595, 2.9202], [-0.2697, 0.3145, 3.7678], [0.6587, 0.6373, 5.1210], [2.0979, 1.3328, 4.7625], [2.4944, 1.0981, 3.3282], [1.8798, 3.3190, 5.1750], [3.3646, 0.8335, 5.6733], [3.6361, 1.8681, 6.7006], [3.2045, -0.4953, 6.3060], [5.0761, 0.7032, 4.5705], [3.0304, 0.9314, -1.9633], [1.9972, -0.5891, -1.5445], [1.0846, 0.9739, -2.1880], [1.8469, 2.3445, 0.0175], [2.5120, 0.6820, 0.7077], [-0.7340, -1.1757, 0.4931], [-2.4868, 1.5118, 0.0545], [-2.2490, 4.4436, 2.3982], [-2.2405, 2.8504, 4.3654], [-3.0479, 1.6655, 3.2390], [0.0591, 2.5991, 2.9609], [0.2183, -0.5458, 3.1185], [-1.2783, -0.1385, 4.1948], [0.7213, -0.3770, 5.7007], [0.0124, 1.3662, 5.8107], [-0.5073, -1.2900, -5.6734], [0.0430, -1.8834, -4.3845], [-0.0979, -3.4109, -4.3156], [-1.4572, -3.7555, -4.0120], [-2.2120, -4.1876, -5.1435], [-0.7384, -1.3143, -3.2384], [-1.5953, -1.3803, -5.7424], [-0.2653, -0.2232, -5.7383], [-0.0666, -1.7840, -6.5455], [1.0865, -1.5815, -4.2505], [0.5032, -3.7795, -3.4769], [0.2747, -3.9048, -5.2192], [-1.5950, -4.6954, -5.8909], [-2.7147, -3.3292, -5.5932], [-2.9792, -4.8840, -4.7935], [-0.9187, -0.3090, -3.3212], [-0.2778, -1.4965, -2.3400], [-1.6438, -1.8166, -3.1984]],
  "forces_ev_per_a": [[-0.1523, 0.1970, 0.3180], [0.5802, -0.2986, -1.0424], [0.5597, -0.8875, -0.1661], [0.7859, 1.2123, 2.1228], [-0.1977, 1.2306, -0.5914], [0.5847, 1.3268, -0.4628], [1.0300, 2.6587, -0.6551], [-3.3781, -4.8504, 5.6734], [2.3959, -0.0469, -1.2379], [-0.1953, -1.0822, 0.2744], [-1.3272, 0.9080, -0.8054], [-0.4921, 0.1767, 0.5579], [-1.3850, -0.2468, -0.5051], [-0.2566, -0.6529, -0.3196], [-1.4307, 0.7005, 3.7049], [0.1808, -1.5124, -1.1179], [1.5025, 0.0684, 1.3666], [-0.8211, -3.7697, -2.3637], [-0.0457, 4.1760, -1.5920], [-1.7040, 0.1202, 1.2489], [-2.2449, -0.4886, 0.7713], [-0.0918, 2.2249, 0.1250], [2.0540, -0.7444, 0.8832], [-0.3668, -2.4893, 0.0021], [-1.7771, 1.0125, -1.1996], [0.2185, 1.3133, -1.2645], [0.2346, -1.2838, 1.6645], [0.1460, -1.2560, -0.5298], [0.8252, -0.3001, -2.5240], [2.1624, 1.5117, -0.4898], [-0.9625, -2.5002, 0.2156], [-0.8056, 2.0234, 1.2251], [2.0816, 0.9004, -0.8799], [0.4599, 1.9718, -1.1438], [1.7513, -1.4968, -1.5859], [0.0453, 0.3341, -0.1296], [0.0083, -0.0221, -0.8676], [-0.3217, -0.0351, 1.0275], [0.8735, -0.0025, -0.4707], [-0.5748, -0.0426, -0.0089], [-0.3266, -0.3725, 0.4011], [0.1058, -0.1220, 0.0325], [-0.0134, -0.1377, -0.0366], [-0.0650, 0.0866, 0.2163], [-0.1466, -0.1111, 0.0571], [-0.0513, -0.0299, -0.0601], [-0.1567, 0.2706, 0.0331], [0.0087, 0.0932, 0.1581], [-0.0022, -0.1025, -0.2068], [0.1933, 0.1195, 0.0168], [0.2148, -0.2120, 0.0409], [0.0196, 0.3795, 0.2506], [0.2702, 0.0799, -0.1308]],
  "nbo_charge": [-0.619, -0.824, 1.117, -0.990, -0.200, -0.732, 0.672, -0.584, -0.666, -0.238, -0.237, -0.418, -0.479, 0.264, -0.376, 0.078, 0.603, -0.344, -0.341, 0.066, 0.240, 0.198, 0.175, 0.268, 0.270, 0.515, 0.480, 0.416, 0.232, 0.221, 0.257, 0.223, 0.237, 0.265, 0.257, -0.641, -0.074, -0.086, -0.562, -0.254, -0.687, 0.221, 0.232, 0.251, 0.234, 0.204, 0.215, 0.187, 0.171, 0.214, 0.443, 0.469, 0.456],
  "charge": 1,
  "energy_ev": -175028.2645,
  "gap_ev": 9.0
}


{
  "formula": "C14H27BrF8O7P3",
  "method": "the ωB97M-V functional and the def2-TZVPD basis",
  "species": ["C", "C", "C", "C", "C", "C", "P", "O", "C", "C", "O", "C", "C", "F", "F", "C", "F", "F", "C", "F", "F", "C", "F", "F", "C", "O", "O", "P", "O", "O", "P", "O", "Br", "H", "H", "H", "H", "H", "H", "H", "H", "H", "H", "H", "H", "H", "H", "H", "H", "H", "H", "H", "H", "H", "H", "H", "H", "H", "H", "H"],
  "positions_angstrom": [[4.0122, -3.9070, -0.3087], [3.7305, -3.4131, -1.7387], [4.1069, -1.9451, -1.9532], [3.3919, -0.9618, -1.0084], [2.2880, -0.1801, -1.7230], [1.6560, 1.0782, -1.1019], [1.3362, 1.3781, 0.7831], [2.8954, 0.7762, 1.2335], [-0.2908, 2.3262, 0.3259], [-1.5405, 1.5637, -0.0538], [-2.4816, 2.5491, -0.5957], [-3.3798, 2.0388, -1.5110], [-4.5237, 1.1983, -0.8994], [-5.7033, 1.5591, -1.4973], [-4.6567, 1.4825, 0.4128], [-4.3988, -0.3423, -1.0587], [-4.0146, -0.5828, -2.3427], [-3.4480, -0.8152, -0.2400], [-5.6784, -1.2092, -0.8548], [-5.3114, -2.4720, -1.1646], [-6.6330, -0.8493, -1.7462], [-6.3404, -1.2141, 0.5537], [-5.5199, -0.7523, 1.5050], [-6.6693, -2.4846, 0.8735], [0.8771, 1.6978, 2.6384], [1.7906, 1.1348, 3.5533], [1.2534, 1.4674, 4.8735], [0.1647, -0.6659, 1.0988], [0.8977, -1.5433, 2.3372], [0.0789, -1.6779, -0.2375], [2.6689, 3.3354, 0.6404], [3.5056, 3.3367, 2.0728], [1.3419, 5.1671, 1.0424], [4.6758, -3.2206, 0.2186], [4.4515, -4.9042, -0.3051], [3.0966, -3.9583, 0.2841], [4.3308, -4.0131, -2.4274], [2.6816, -3.5714, -2.0027], [3.9073, -1.6754, -2.9939], [5.1893, -1.8555, -1.8192], [4.1101, -0.2669, -0.5786], [2.9713, -1.5237, -0.1668], [2.7142, 0.1214, -2.6893], [1.5015, -0.8797, -2.0162], [0.6762, 1.1855, -1.5746], [2.2091, 1.9538, -1.4593], [2.8489, -0.1735, 1.3865], [-0.0356, 2.9349, -0.5429], [-0.5655, 2.9726, 1.1565], [-1.3761, 0.8288, -0.8496], [-2.0295, 1.1083, 0.8010], [-2.8914, 1.4724, -2.3114], [-3.8913, 2.8855, -1.9733], [-7.2651, -0.6362, 0.5253], [0.8253, 2.7796, 2.8000], [-0.1144, 1.2636, 2.8310], [1.6702, 0.7668, 5.3888], [0.7983, -2.4907, 2.1969], [0.8038, -2.3063, -0.3665], [3.3018, 4.1289, 2.5793]],
  "forces_ev_per_a": [[-0.3228, 0.1071, -0.0050], [0.3313, 0.0178, 0.0186], [-0.0421, -0.0841, 0.1766], [0.0155, 0.0947, -0.1412], [0.0799, -0.0746, -0.4273], [-0.1524, 0.0190, -0.0475], [0.4852, -0.3449, 0.2114], [-0.0040, 0.0704, -0.3028], [-0.2346, -0.6045, 0.0824], [-0.2763, 0.6591, -0.2804], [0.1334, -0.1259, 0.0149], [-0.0648, 0.1638, -0.1280], [0.0489, -0.0355, 0.2162], [0.0315, -0.0310, -0.0982], [-0.0724, -0.0184, 0.0022], [-0.0603, 0.0977, -0.1480], [-0.0727, 0.0194, 0.0665], [-0.0604, 0.0560, -0.0946], [0.1487, -0.2181, 0.0624], [0.0563, 0.0351, 0.0348], [0.0147, -0.0219, 0.0235], [-0.2033, -0.0284, -0.1750], [0.1115, 0.0325, 0.1213], [-0.0742, -0.1677, 0.0053], [0.0770, -0.1655, 0.1341], [-0.0096, 0.1104, 0.0371], [0.0118, -0.0231, -0.0382], [-1.9850, 0.6642, 0.3607], [0.8937, -0.1718, -0.6905], [0.4604, -0.5464, 0.4262], [0.4252, -0.2585, -0.3132], [-0.1541, 0.1785, 0.0638], [-0.0936, 0.1253, 0.1061], [0.1327, -0.0857, -0.0269], [0.0349, 0.0022, 0.0291], [0.0247, -0.0027, 0.0426], [-0.1432, -0.0335, -0.1226], [-0.0129, -0.0393, -0.0056], [-0.0096, 0.0330, -0.0074], [0.0082, -0.0282, 0.0119], [-0.0222, 0.0392, 0.0239], [0.0339, 0.0569, 0.0508], [0.0729, 0.1368, 0.0621], [-0.0677, -0.0253, 0.1762], [-0.0328, -0.0754, -0.0088], [0.1263, -0.0198, 0.1093], [0.0099, 0.0260, 0.1897], [0.0641, 0.1959, 0.1211], [0.1123, 0.2149, -0.0783], [0.1075, -0.1885, 0.1720], [0.1110, -0.2772, -0.0037], [-0.0081, -0.1027, 0.0606], [0.0012, 0.0263, 0.0044], [0.0958, 0.2304, 0.0270], [-0.0359, 0.0309, -0.0642], [-0.0809, 0.1088, -0.0516], [-0.0042, -0.0592, -0.0316], [-0.1985, 0.0038, 0.0865], [0.2298, 0.3156, -0.1470], [0.0088, -0.0140, 0.1059]],
  "nbo_charge": [-0.619, -0.396, -0.390, -0.414, -0.385, -0.740, 1.130, -1.053, -0.755, -0.097, -0.534, -0.117, 0.606, -0.342, -0.314, 0.582, -0.319, -0.288, 0.569, -0.303, -0.316, 0.520, -0.309, -0.324, -0.422, -0.290, -0.498, 0.891, -1.013, -1.015, 0.687, -1.014, -0.377, 0.211, 0.203, 0.198, 0.193, 0.190, 0.197, 0.191, 0.230, 0.171, 0.183, 0.194, 0.198, 0.216, 0.480, 0.217, 0.225, 0.168, 0.203, 0.188, 0.208, 0.146, 0.182, 0.182, 0.454, 0.478, 0.465, 0.490],
  "relative_energy_kj_mol": 0.0,
  "charge": -1,
  "energy_ev": -148935.2848,
  "gap_ev": 5.8
}